# 1
# C11H19FN3O2ReSe2Te2

A structure of composition C11H19FN3O2ReSe2Te2 (ωB97M-V/def2-TZVPD, the OMol25 dataset).

Each line ends with the Löwdin charge.
Positions of all 41 atoms, in Å:
Re1 0.17 -0.39 0.44  0.707
N1 0.10 1.85 0.62  -0.102
C1 0.13 2.72 -0.59  -0.203
C2 -0.96 2.38 -1.59  -0.176
C3 -0.76 1.08 -2.35  -0.201
N2 -0.90 -0.15 -1.51  -0.092
H1 -0.75 2.04 1.15  0.096
H2 0.86 2.13 1.24  0.060
H3 1.11 2.59 -1.05  0.116
H4 0.05 3.76 -0.28  0.124
H5 -0.99 3.18 -2.33  0.128
H6 -1.94 2.40 -1.10  0.103
H7 0.24 1.05 -2.78  0.106
H8 -1.47 1.02 -3.17  0.129
H9 -0.63 -0.94 -2.09  0.057
H10 -1.88 -0.30 -1.27  0.093
Se1 0.33 -2.71 -0.11  0.061
Te1 1.55 -4.19 1.52  0.254
Te2 2.49 -2.43 3.28  0.244
Se2 1.51 -0.27 2.43  0.025
F1 -5.31 -0.70 3.34  0.078
C4 -4.13 -0.63 2.71  -0.275
C5 -3.11 -1.47 3.09  0.011
C6 -1.89 -1.40 2.44  -0.128
C7 -1.67 -0.48 1.40  -0.393
C8 -2.74 0.35 1.05  -0.134
C9 -3.97 0.29 1.69  0.000
H11 -3.28 -2.18 3.90  0.128
H12 -1.10 -2.07 2.75  0.066
H13 -2.64 1.07 0.25  0.064
H14 -4.79 0.93 1.41  0.125
N3 4.57 -0.82 -0.72  0.033
C10 3.91 -1.18 -1.96  -0.117
C11 2.47 -0.70 -1.94  -0.536
O1 1.65 -0.91 -2.77  0.100
O2 2.20 0.01 -0.80  -0.124
H15 5.42 -0.28 -0.87  0.105
H16 4.81 -1.62 -0.15  0.104
H17 3.08 -0.04 -0.31  0.080
H18 3.87 -2.26 -2.13  0.143
H19 4.39 -0.74 -2.84  0.143

The calculation puts the HOMO-LUMO gap (alpha / beta) at 0.211 / 0.196 hartree. The total charge is +1. Its spin multiplicity is 2. Its lowest unoccupied orbital energy (alpha / beta) is -4.5 / -4.8 eV. The value obtained for the HOMO energy (alpha / beta) is -10.21 / -10.13 eV. The expectation value of S² is 0.90. As for the total energy: -170403.5036 eV.


# 2
# C4H6N2O

An isolated molecule of C4H6N2O (ωB97M-V/def2-TZVPD, the OMol25 dataset).

Each line ends with the Löwdin charge.
Positions of all 13 atoms, in Å:
N1 -1.80 0.78 -0.06  0.047
C1 -0.38 0.55 0.14  -0.416
C2 0.05 -0.87 0.06  -0.336
O1 -0.69 -1.93 0.29  0.143
N2 1.34 -0.86 -0.10  0.129
C3 1.77 0.54 -0.32  -0.195
C4 0.76 1.43 -0.29  -0.076
H1 -2.03 0.72 -1.05  0.081
H2 -1.97 1.76 0.18  0.082
H3 -1.61 -1.61 0.35  0.130
H4 1.93 -1.66 0.03  0.163
H5 2.84 0.65 -0.48  0.070
H6 -0.23 0.50 1.25  0.179

The calculation puts the HOMO-LUMO gap at 0.287 hartree. Its lowest unoccupied orbital energy is 0.4 eV. The value obtained for the HOMO energy is -7.47 eV. As for the total energy: -9269.5153 eV. The calculation puts the energy relative to the best compared isomer or geometry (same formula, charge and spin) at 91.9 kcal/mol.